{"formula": "C25H28BrF2N2OPdSTe", "method": "ωB97M-V/def2-TZVPD", "species": ["Pd", "Br", "C", "C", "C", "C", "C", "C", "C", "C", "C", "C", "H", "H", "H", "H", "H", "H", "C", "C", "N", "C", "C", "C", "S", "N", "C", "O", "C", "C", "C", "C", "C", "C", "H", "H", "H", "H", "H", "H", "H", "H", "H", "H", "H", "H", "H", "H", "H", "F", "C", "F", "H", "C", "Te", "C", "H", "H", "H", "H", "H", "H"], "coordinates": [[1.109683, -0.214643, 0.996758], [3.182303, 0.063879, 2.760048], [2.240828, 1.348832, 3.823069], [2.890073, 1.845534, 4.911222], [2.223089, 2.772593, 5.737865], [0.941891, 3.142010, 5.451931], [0.260718, 2.616851, 4.326825], [-1.083078, 2.969908, 4.052859], [-1.738802, 2.433952, 2.984784], [-1.072175, 1.533408, 2.121970], [0.234645, 1.186832, 2.329495], [0.922495, 1.701495, 3.459576], [3.900121, 1.534380, 5.139483], [2.736677, 3.176428, 6.599329], [0.419317, 3.844222, 6.089555], [-1.580948, 3.665534, 4.716884], [-2.770773, 2.694660, 2.788369], [-1.618490, 1.122169, 1.279755], [-2.898394, 1.273802, -4.689415], [-1.380613, 1.342947, -4.742270], [-0.810158, 1.801241, -3.467262], [-0.499164, 3.225728, -3.350608], [0.902392, 3.558309, -3.842968], [-0.563560, 0.935715, -2.494752], [0.170261, 1.517201, -1.030290], [-0.863811, -0.341071, -2.688689], [-0.742457, -1.234911, -1.710193], [-0.421590, -1.006302, -0.506993], [-1.035338, -2.644746, -2.081135], [-1.738879, -2.946057, -3.244318], [-2.002462, -4.266589, -3.569646], [-1.552536, -5.290488, -2.747860], [-0.840389, -4.995054, -1.592152], [-0.590257, -3.676042, -1.256895], [-3.289527, 0.947441, -5.652756], [-3.330785, 2.249307, -4.462972], [-3.218948, 0.564396, -3.927134], [-1.050206, 2.051565, -5.501599], [-0.956551, 0.369629, -4.975664], [-0.628149, 3.527281, -2.309047], [-1.248710, 3.763106, -3.931790], [1.658968, 3.070944, -3.227205], [1.067137, 4.634233, -3.798033], [1.038588, 3.236566, -4.875764], [-2.078523, -2.140628, -3.879934], [-2.558552, -4.499023, -4.467986], [-1.754403, -6.320866, -3.008838], [-0.482665, -5.794749, -0.957178], [-0.031024, -3.433442, -0.362927], [3.174526, -2.154153, -0.308743], [2.950279, -0.878240, -0.598244], [4.060812, -0.176048, -0.523571], [2.375449, -0.727432, -1.512890], [0.237196, -1.510644, 4.490841], [-0.056829, -2.194557, 2.501593], [1.544141, -3.597763, 2.569379], [-0.026492, -2.319212, 5.168043], [-0.419250, -0.657943, 4.646896], [1.274149, -1.217011, 4.627219], [2.459385, -3.070400, 2.824375], [1.639302, -4.055091, 1.587330], [1.320080, -4.358981, 3.312276]], "atomic_forces_ev_per_a": [[0.05, -0.25, 0.61], [-0.05, 0.08, -0.11], [0.14, -0.05, 0.01], [0.01, -0.01, -0.01], [-0.02, 0.01, 0.00], [0.00, 0.01, 0.02], [0.04, -0.05, -0.05], [-0.02, 0.02, 0.01], [0.00, 0.01, 0.03], [-0.02, -0.04, -0.04], [0.01, -0.05, -0.10], [-0.04, 0.04, 0.02], [0.00, 0.01, 0.01], [-0.01, 0.00, 0.00], [0.00, 0.00, 0.00], [0.00, 0.00, 0.00], [0.00, 0.00, 0.00], [0.00, 0.01, 0.00], [0.02, 0.01, 0.01], [-0.06, -0.01, -0.02], [0.07, -0.02, 0.05], [0.04, 0.04, -0.01], [-0.03, -0.02, 0.01], [0.06, 0.06, -0.09], [-0.09, 0.06, 0.11], [-0.13, -0.19, -0.06], [0.04, -0.07, 0.11], [-0.01, 0.38, -0.32], [0.02, -0.03, 0.02], [0.01, -0.01, 0.00], [-0.01, 0.00, -0.02], [0.01, 0.01, 0.02], [-0.01, -0.01, -0.01], [-0.01, 0.00, -0.02], [0.00, 0.00, 0.00], [0.00, 0.00, 0.01], [0.00, 0.00, 0.00], [0.02, -0.01, 0.00], [0.01, 0.00, 0.00], [-0.02, 0.00, 0.00], [-0.02, -0.01, 0.00], [0.00, 0.00, -0.01], [0.01, 0.00, 0.00], [0.01, 0.01, 0.00], [0.00, 0.00, 0.00], [0.00, 0.00, 0.00], [0.00, 0.00, 0.00], [0.00, 0.00, 0.00], [0.00, 0.00, 0.00], [0.00, -0.07, 0.05], [-0.22, 0.00, -0.03], [0.04, 0.06, 0.03], [0.05, 0.00, -0.05], [-0.02, 0.00, -0.07], [0.20, 0.06, -0.05], [-0.05, 0.01, -0.01], [-0.01, -0.01, -0.01], [0.00, 0.00, 0.00], [0.00, 0.00, -0.01], [0.00, 0.01, 0.01], [0.00, 0.01, 0.00], [-0.02, 0.01, 0.00]], "mulliken_spin": [1.313, 0.120, -0.012, -0.007, 0.000, 0.005, 0.010, 0.000, 0.028, -0.103, 0.635, -0.249, -0.003, 0.000, 0.001, -0.001, -0.002, 0.009, 0.002, 0.000, 0.002, 0.036, -0.015, -0.075, 0.861, 0.016, 0.028, 0.108, 0.035, 0.000, 0.001, 0.000, 0.000, -0.022, 0.000, 0.000, 0.000, 0.000, 0.001, 0.005, 0.001, 0.007, 0.000, 0.000, 0.000, 0.000, 0.000, 0.000, 0.019, 0.069, 0.687, 0.066, 0.045, -0.010, 0.363, -0.001, 0.015, -0.003, 0.003, 0.000, -0.004, 0.017], "homo_energy_ev": [-10.1, -10.7], "relative_energy_kcal_mol": 6.6, "charge": 1, "homo_lumo_gap_ha": [0.2752, 0.1969], "multiplicity": 5, "s_squared": 6.02}

{"formula": "C37H54Cl2F5N3O2RbSbSi3", "method": "ωB97M-V/def2-TZVPD", "species": ["Rb", "O", "C", "C", "C", "C", "C", "C", "C", "C", "N", "H", "H", "H", "H", "H", "H", "H", "H", "H", "H", "H", "C", "N", "C", "C", "C", "C", "C", "C", "C", "C", "H", "H", "H", "H", "H", "H", "H", "H", "H", "H", "H", "H", "Cl", "C", "C", "C", "Cl", "C", "C", "C", "C", "N", "C", "C", "O", "H", "H", "H", "H", "C", "Si", "C", "C", "Sb", "Si", "C", "C", "C", "Si", "C", "C", "C", "H", "H", "H", "H", "H", "H", "H", "H", "H", "H", "H", "H", "H", "H", "H", "H", "H", "H", "H", "H", "H", "H", "H", "H", "H", "H", "H", "F", "C", "F", "C", "F", "F", "F"], "coordinates": [[0.811099, -1.103452, -0.657215], [-0.333033, -2.874152, -3.876982], [-1.715173, -2.606182, -3.980294], [-2.563345, -3.626364, -3.226338], [-2.541951, -3.415206, -1.701860], [-3.152118, -2.088284, -1.359403], [-4.536546, -1.931831, -1.262409], [-5.065375, -0.666607, -1.084726], [-4.201337, 0.416708, -1.018587], [-2.839782, 0.169385, -1.104961], [-2.323111, -1.048132, -1.254439], [-0.068547, -2.885453, -2.940242], [-1.950818, -2.640484, -5.047337], [-1.930799, -1.588755, -3.637749], [-2.161438, -4.618279, -3.449618], [-3.596029, -3.592973, -3.594474], [-1.503355, -3.456059, -1.349345], [-3.089553, -4.224986, -1.208471], [-5.176795, -2.802855, -1.337589], [-6.137663, -0.523191, -1.011218], [-4.565282, 1.429888, -0.915116], [-2.122816, 0.980713, -1.082169], [0.430342, -2.841703, 2.384420], [-0.604611, -3.319307, 1.489500], [-1.905796, -3.164218, 2.088597], [-0.372462, -4.695783, 1.066193], [0.856210, -4.870304, 0.192016], [1.860531, -5.719467, 0.654219], [3.010870, -5.928543, -0.097266], [3.135387, -5.267760, -1.310225], [2.116423, -4.419834, -1.744686], [0.927995, -4.171689, -1.033765], [0.425013, -3.389147, 3.347439], [0.279053, -1.779324, 2.589468], [1.412250, -2.963061, 1.930010], [-2.013937, -3.750288, 3.024537], [-2.681582, -3.489557, 1.392710], [-2.083363, -2.112532, 2.327859], [-1.257673, -5.007367, 0.502022], [-0.306697, -5.355623, 1.956749], [1.753331, -6.212461, 1.619327], [3.799301, -6.578751, 0.268431], [4.031414, -5.403551, -1.911167], [2.273318, -3.924893, -2.705430], [-1.654430, 2.504570, -4.509582], [-0.019972, 1.891386, -4.657733], [0.665566, 2.147745, -5.843194], [1.941371, 1.698783, -6.027231], [2.775403, 2.066258, -7.531431], [2.587996, 0.941886, -5.020393], [3.906821, 0.448075, -5.123234], [4.441534, -0.282412, -4.102098], [3.650714, -0.547138, -2.968101], [2.429757, -0.091433, -2.842570], [1.882975, 0.658789, -3.825452], [0.519292, 1.168217, -3.569406], [-0.068095, 0.980880, -2.476908], [0.175943, 2.716752, -6.622880], [4.479256, 0.658796, -6.017585], [5.452007, -0.667116, -4.157841], [4.033974, -1.135888, -2.140931], [-2.475786, 1.385973, 4.579649], [-2.417927, 2.571725, 3.116658], [-4.033936, 2.373558, 2.173615], [-2.468112, 4.316512, 3.826378], [-0.454460, 1.816019, 1.670752], [-0.251376, 3.853060, 0.127609], [-0.097329, 5.506306, 1.021663], [1.273251, 3.598617, -0.916662], [-1.758279, 3.924826, -0.979076], [1.391644, 2.454905, 3.330150], [2.932197, 2.888400, 2.364767], [1.629427, 0.986967, 4.471235], [1.047082, 3.917839, 4.475877], [-3.353535, 1.581714, 5.202835], [-1.586225, 1.486528, 5.204451], [-2.518149, 0.350502, 4.237935], [-4.870205, 2.571224, 2.851677], [-4.143259, 1.363853, 1.776881], [-4.104315, 3.069791, 1.336339], [-3.393857, 4.408970, 4.404178], [-2.479815, 5.078908, 3.047647], [-1.629250, 4.527284, 4.487852], [0.688151, 5.492783, 1.778059], [-1.030266, 5.801168, 1.503278], [0.159922, 6.271562, 0.282844], [2.188480, 3.640804, -0.326433], [1.322065, 4.367338, -1.693910], [1.219085, 2.623832, -1.402574], [-2.694962, 3.905104, -0.417908], [-1.740093, 3.087177, -1.676444], [-1.729182, 4.847198, -1.567091], [3.124917, 2.191531, 1.548296], [3.796907, 2.854735, 3.033257], [2.849259, 3.901748, 1.963758], [1.772250, 0.063239, 3.914808], [0.760194, 0.871080, 5.123620], [2.510523, 1.142580, 5.100568], [0.651774, 4.798141, 3.970460], [2.003416, 4.189777, 4.934396], [0.359916, 3.644730, 5.279138], [3.111510, -1.606884, 0.241269], [3.361500, -0.366028, 0.904785], [2.050042, -0.113473, 1.480346], [4.156290, -0.830464, 2.117937], [3.563268, -1.758373, 2.928820], [5.336021, -1.368544, 1.738765], [4.449520, 0.219317, 2.933649]], "atomic_forces_ev_per_a": [[-1.23, -0.03, -0.53], [0.07, 0.10, -0.09], [0.08, 0.04, -0.01], [0.07, -0.03, 0.04], [0.01, 0.03, -0.01], [-0.04, -0.03, 0.05], [0.04, -0.02, 0.03], [-0.02, 0.03, 0.01], [0.00, -0.06, -0.04], [0.02, 0.05, 0.00], [-0.01, -0.02, 0.01], [0.03, -0.40, 0.14], [0.01, -0.07, 0.00], [-0.07, 0.02, -0.02], [-0.02, -0.01, -0.01], [-0.01, 0.05, 0.01], [0.00, -0.02, 0.02], [-0.04, 0.02, -0.04], [-0.01, 0.01, -0.01], [0.00, 0.00, 0.00], [0.00, 0.01, 0.03], [0.06, -0.01, -0.01], [0.00, -0.02, -0.02], [0.01, 0.09, -0.05], [-0.03, 0.03, 0.02], [-0.03, -0.01, -0.05], [-0.04, 0.08, 0.06], [0.02, 0.00, 0.00], [0.02, -0.01, 0.01], [0.00, 0.01, 0.01], [0.02, -0.02, -0.03], [-0.06, 0.03, -0.21], [0.01, 0.00, 0.00], [0.02, 0.00, 0.03], [0.00, 0.00, -0.02], [-0.01, 0.00, -0.01], [-0.01, 0.00, -0.02], [0.01, 0.01, 0.01], [0.01, 0.01, 0.00], [0.00, -0.01, -0.01], [0.00, 0.00, 0.00], [-0.01, 0.00, 0.00], [0.00, 0.00, 0.00], [-0.01, -0.01, 0.00], [0.01, 0.00, 0.01], [0.00, -0.02, -0.03], [-0.06, 0.04, -0.03], [0.07, -0.03, 0.01], [-0.01, 0.00, 0.01], [0.02, 0.03, -0.06], [0.01, 0.02, -0.04], [0.00, -0.09, 0.04], [-0.02, 0.08, -0.04], [-0.01, 0.12, -0.05], [-0.04, -0.02, 0.07], [0.03, 0.02, 0.02], [-0.04, -0.01, -0.02], [-0.01, 0.00, 0.00], [0.00, 0.00, 0.01], [0.00, 0.00, 0.00], [0.00, -0.01, 0.01], [-0.01, 0.03, 0.03], [0.06, -0.05, -0.09], [-0.02, -0.03, 0.05], [-0.01, 0.01, 0.04], [-0.18, 0.19, 0.13], [0.10, -0.10, 0.02], [-0.01, 0.01, 0.00], [-0.02, 0.03, 0.02], [-0.02, 0.06, 0.03], [-0.03, -0.14, -0.09], [0.03, 0.02, 0.05], [0.05, 0.03, 0.03], [0.01, -0.01, 0.03], [-0.01, -0.01, 0.02], [0.02, 0.02, 0.02], [-0.01, -0.03, -0.02], [-0.04, 0.00, -0.02], [0.01, -0.04, -0.02], [0.01, 0.02, -0.02], [0.00, 0.05, 0.02], [-0.02, 0.00, -0.05], [0.01, -0.01, 0.01], [0.03, -0.01, 0.00], [-0.01, 0.00, 0.03], [0.00, 0.04, 0.00], [0.03, 0.00, 0.02], [0.01, 0.01, -0.02], [0.01, -0.05, -0.03], [-0.01, 0.01, 0.01], [0.01, -0.05, -0.05], [-0.03, 0.00, -0.04], [-0.01, -0.03, -0.02], [0.02, 0.03, 0.01], [0.00, 0.02, -0.03], [0.02, -0.03, -0.04], [-0.01, -0.01, 0.00], [0.01, -0.01, 0.02], [0.01, 0.02, -0.05], [0.00, 0.03, 0.05], [-0.03, 0.00, 0.01], [0.78, -0.12, 0.30], [0.25, -0.05, 0.06], [0.34, 0.12, 0.40], [0.00, 0.02, 0.06], [0.11, 0.11, -0.08], [-0.13, 0.07, 0.07], [-0.05, -0.15, -0.05]], "lowdin_charge": [0.734, -0.079, -0.272, -0.164, -0.154, -0.295, -0.035, -0.084, -0.075, -0.135, 0.114, 0.019, 0.111, 0.107, 0.114, 0.104, 0.066, 0.109, 0.106, 0.096, 0.094, 0.062, -0.108, -0.269, -0.118, -0.204, -0.298, -0.096, -0.141, -0.140, -0.181, -0.129, 0.090, 0.069, 0.073, 0.080, 0.071, 0.077, 0.103, 0.109, 0.087, 0.076, 0.079, 0.070, 0.634, -0.581, -0.170, -0.629, 0.594, -0.187, -0.050, -0.060, -0.132, 0.069, -0.136, -0.448, -0.171, 0.091, 0.076, 0.095, 0.103, -0.237, 0.251, -0.238, -0.222, 0.922, 0.286, -0.222, -0.198, -0.223, 0.294, -0.225, -0.220, -0.233, 0.023, 0.007, 0.021, 0.024, 0.015, 0.010, 0.024, 0.008, 0.000, 0.004, 0.004, 0.025, 0.016, 0.039, 0.015, 0.008, -0.018, 0.032, 0.008, 0.031, 0.018, 0.006, 0.012, 0.034, 0.003, 0.026, 0.015, -0.229, -0.236, -0.295, -0.597, 0.087, 0.104, 0.081], "homo_energy_ev": -1.6, "relative_energy_kcal_mol": 1.8, "charge": -2, "homo_lumo_gap_ha": 0.1933, "multiplicity": 1}